[1]
C55H57AsN12O8PRbS2 | ωB97M-V with the def2-TZVPD basis set

relative energy (zero: lowest compared OMol25 entry of this formula, charge and spin) = 153.13 kJ/mol
total charge = -2
multiplicity = 1

Cartesian coordinates (Å):
Rb1 0.08 0.49 -1.15
As1 -1.55 -2.35 6.00
S1 -1.25 3.65 -5.67
S2 3.74 7.26 -3.68
P1 -0.92 -1.28 1.54
O1 -2.54 0.73 -2.28
O2 1.11 1.09 4.48
O3 3.21 7.94 0.06
O4 1.07 7.83 0.31
O5 0.69 0.92 2.26
O6 -0.86 1.75 -3.33
O7 4.82 8.22 -3.74
O8 2.55 7.58 -2.93
N1 3.24 5.29 -0.88
N2 -3.55 -1.69 -3.15
N3 3.15 1.89 1.70
N4 -3.97 -3.01 -5.02
N5 2.14 7.35 0.01
N6 2.45 0.43 -3.08
N7 2.78 1.45 2.99
N8 -1.82 -2.81 -4.30
N9 3.55 -1.40 -2.04
N10 1.64 3.81 -0.45
N11 0.07 -2.25 -2.81
N12 3.00 -1.12 -0.96
C1 0.04 -3.48 5.81
C2 2.61 -2.86 2.24
C3 4.49 -0.37 -4.00
C4 1.15 -5.48 5.04
C5 -5.23 3.72 -5.16
C6 0.00 -4.74 5.22
C7 3.78 2.89 -1.30
C8 4.38 0.53 -5.05
C9 -4.09 -3.77 5.87
C10 4.46 5.79 -1.49
C11 -5.50 2.80 -4.14
C12 -1.47 -2.93 0.92
C13 1.41 1.15 3.27
C14 -2.20 -3.04 -0.26
C15 -2.45 -4.28 -0.84
C16 -3.44 -5.76 7.68
C17 2.86 3.99 -0.91
C18 -1.95 -2.20 4.07
C19 2.44 -3.70 6.02
C20 2.21 5.74 -5.40
C21 1.27 -2.96 6.20
C22 -2.41 1.05 1.58
C23 2.90 -2.21 -0.05
C24 -0.86 -2.45 -3.47
C25 -3.92 3.94 -5.54
C26 -1.95 -5.44 -0.26
C27 -3.07 -2.46 -4.13
C28 3.49 -0.38 -3.04
C29 -0.96 -4.11 1.48
C30 2.69 -4.19 1.86
C31 4.42 5.74 -3.02
C32 -2.80 3.29 -4.97
C33 2.14 5.97 -0.36
C34 1.18 5.04 -0.10
C35 -4.80 1.26 1.58
C36 -3.10 2.38 -3.91
C37 2.38 -4.96 5.44
C38 -4.92 -0.12 1.54
C39 2.70 -1.86 1.28
C40 -0.76 -1.60 3.35
C41 -3.55 1.84 1.61
C42 -3.78 -0.92 1.51
C43 2.31 1.26 -4.11
C44 -2.51 -0.34 1.53
C45 -2.51 -4.78 7.35
C46 -4.43 2.16 -3.54
C47 3.28 6.83 -5.34
C48 -4.70 -5.75 7.09
C49 -1.20 -5.34 0.90
C50 -2.82 -3.78 6.43
C51 2.84 -4.53 0.52
C52 -2.08 1.58 -3.12
C53 -5.02 -4.75 6.19
C54 2.95 -3.54 -0.44
C55 3.26 1.35 -5.12
H1 5.14 0.57 -5.82
H2 4.21 6.56 -5.85
H3 2.62 4.75 -5.20
H4 -3.01 -4.33 -1.76
H5 -0.96 -5.14 4.89
H6 -3.54 -3.42 -5.82
H7 3.35 1.07 1.14
H8 -4.60 1.47 -2.73
H9 2.85 -5.57 0.22
H10 -3.45 2.92 1.64
H11 -2.82 -1.54 3.98
H12 2.92 7.78 -5.74
H13 3.04 -3.78 -1.49
H14 3.12 2.03 -5.95
H15 0.21 5.21 0.33
H16 -0.35 -4.06 2.38
H17 4.69 2.93 -0.71
H18 3.39 -3.29 6.32
H19 2.32 2.30 1.26
H20 1.75 5.71 -6.38
H21 -1.53 -4.80 7.81
H22 3.20 2.01 3.71
H23 3.81 4.91 -3.37
H24 -2.96 -0.97 -2.70
H25 1.40 5.93 -4.69
H26 2.59 -0.82 1.56
H27 -2.23 -3.19 3.69
H28 2.47 -2.60 3.28
H29 -4.80 -2.46 -5.20
H30 5.32 -1.07 -3.92
H31 5.28 5.16 -1.13
H32 4.05 2.92 -2.36
H33 -0.50 -0.62 3.78
H34 4.64 6.80 -1.14
H35 -3.17 -6.53 8.39
H36 -1.42 1.50 1.62
H37 2.59 -4.97 2.61
H38 -5.90 -0.58 1.52
H39 -5.42 -6.52 7.34
H40 -2.13 -6.40 -0.72
H41 -4.53 -1.45 -3.19
H42 5.43 5.67 -3.43
H43 -3.89 -1.99 1.46
H44 1.10 -6.46 4.58
H45 -6.03 4.26 -5.64
H46 -5.69 1.88 1.59
H47 3.29 -5.54 5.29
H48 -6.52 2.61 -3.82
H49 1.39 1.85 -4.13
H50 -6.00 -4.73 5.73
H51 -0.79 -6.24 1.36
H52 -2.58 -2.15 -0.74
H53 1.33 -1.97 6.62
H54 3.28 1.94 -1.11
H55 -3.71 4.65 -6.34
H56 0.13 -2.21 3.47
H57 -4.36 -2.99 5.16

=====

[2]
C55H58ClF9N3O18P | ωB97M-V with the def2-TZVPD basis set

multiplicity = 1

Cartesian coordinates (Å):
Cl1 2.52 -0.67 -2.99
P1 -1.14 -3.55 -2.10
F1 3.38 5.97 5.71
F2 1.23 8.91 4.44
F3 5.25 7.94 3.85
F4 3.31 8.21 2.49
F5 0.15 8.27 6.79
F6 -2.26 -3.71 1.44
F7 3.54 8.35 5.74
F8 0.95 6.68 3.50
F9 -0.76 6.50 5.45
O1 3.26 5.77 1.59
O2 4.97 1.06 -5.41
O3 -8.61 -3.50 -1.36
O4 -1.88 -7.44 -10.25
O5 -5.70 -6.10 -6.35
O6 0.90 1.44 -3.86
O7 -6.59 -8.41 -1.61
O8 -9.69 -5.40 0.31
O9 0.82 1.61 -7.61
O10 1.29 11.91 4.22
O11 6.36 13.51 4.34
O12 -5.45 -6.50 -3.21
O13 6.05 2.53 -7.46
O14 1.92 3.00 -9.70
O15 5.85 10.88 4.97
O16 1.81 14.51 3.50
O17 -3.07 -6.63 -5.75
O18 -4.49 -6.83 -10.87
N1 1.68 3.66 4.13
N2 1.82 0.09 2.86
N3 0.90 1.53 -0.01
C1 -8.66 -5.71 -0.55
C2 0.94 -2.24 1.84
C3 2.04 1.80 -7.56
C4 3.07 7.19 4.88
C5 -0.27 -2.50 -0.71
C6 1.93 1.55 2.53
C7 1.70 3.93 0.90
C8 -0.57 -5.28 6.05
C9 -0.53 -7.95 5.36
C10 0.23 -3.19 0.70
C11 -6.51 -6.19 -2.37
C12 0.23 -3.39 4.25
C13 2.87 1.29 -6.46
C14 -8.16 -6.95 -0.61
C15 0.93 0.33 -3.10
C16 1.45 7.43 4.67
C17 -0.14 -6.82 6.51
C18 -5.16 -6.46 -8.63
C19 3.94 7.29 3.50
C20 4.02 2.79 -8.63
C21 1.45 -3.00 3.23
C22 -0.04 -4.82 0.91
C23 1.25 3.49 5.58
C24 -0.89 -4.26 -4.99
C25 2.84 13.65 3.87
C26 -2.90 -2.78 -2.25
C27 -4.18 -6.80 -9.68
C28 2.47 12.26 4.24
C29 3.26 4.43 0.97
C30 -2.15 -6.12 2.15
C31 0.54 7.05 5.99
C32 -1.69 -5.02 1.02
C33 5.19 13.15 4.29
C34 4.10 14.07 3.90
C35 2.70 2.55 -8.66
C36 -0.16 -3.41 -3.75
C37 3.55 11.33 4.60
C38 -4.79 -6.41 -7.35
C39 1.51 2.29 1.14
C40 -0.45 -0.09 -2.29
C41 -7.01 -4.95 -2.32
C42 4.82 11.75 4.63
C43 -2.42 -7.05 -7.98
C44 0.01 -0.87 -0.89
C45 4.85 2.31 -7.52
C46 -2.79 -7.10 -9.26
C47 0.71 0.07 0.28
C48 1.19 -0.60 1.68
C49 -8.12 -4.63 -1.42
C50 2.58 2.52 3.73
C51 0.74 -4.65 5.22
C52 -3.39 -6.69 -6.93
C53 4.19 5.86 2.73
C54 -7.06 -7.28 -1.52
C55 4.18 1.53 -6.44
H1 5.30 5.87 2.30
H2 -0.03 -2.30 -4.12
H3 -1.16 -7.43 4.51
H4 0.77 3.64 3.58
H5 1.02 -6.84 6.66
H6 -9.87 -4.44 0.16
H7 1.01 2.70 -9.49
H8 -0.13 -5.09 -5.40
H9 1.50 -4.30 6.05
H10 -1.10 -0.78 -2.98
H11 2.71 1.84 4.70
H12 -3.34 -6.14 2.16
H13 1.32 4.19 -0.20
H14 -1.41 -7.27 -7.67
H15 0.99 13.98 3.57
H16 -3.11 -2.41 -3.37
H17 -2.12 -5.36 -0.01
H18 1.15 -5.53 4.54
H19 0.41 -8.43 4.87
H20 -5.19 -6.13 -5.52
H21 -1.21 -8.82 5.79
H22 3.62 4.59 -0.16
H23 0.40 -5.23 1.92
H24 -2.39 -7.41 -11.09
H25 6.67 11.42 4.91
H26 3.28 10.32 4.85
H27 -0.01 -2.44 4.89
H28 -1.11 0.84 -2.01
H29 2.33 -2.38 3.73
H30 2.37 0.73 -5.68
H31 1.04 6.27 6.71
H32 -1.53 -5.30 5.36
H33 0.40 -5.44 0.02
H34 0.29 4.18 5.72
H35 -0.74 -7.13 7.48
H36 0.90 2.38 5.81
H37 -2.95 -1.81 -1.58
H38 -1.92 -4.72 -4.65
H39 -8.54 -7.75 0.02
H40 4.38 15.08 3.64
H41 -6.17 -6.26 -8.94
H42 4.14 4.96 3.48
H43 -1.82 -5.75 3.22
H44 1.96 -4.01 2.86
H45 2.04 3.87 6.35
H46 -1.72 -7.21 1.97
H47 4.01 3.66 1.44
H48 -3.75 -3.50 -1.85
H49 0.93 -3.82 -3.54
H50 -6.61 -4.15 -2.93
H51 -0.67 -3.82 3.64
H52 1.00 4.56 1.62
H53 -0.84 -4.61 6.97
H54 -1.08 -3.50 -5.88
H55 3.68 2.84 3.43
H56 4.52 3.34 -9.42
H57 -5.28 -7.45 -3.07
H58 5.88 1.37 -5.62

=====

Which LUMO energy belongs to each record? In order, 3.172; -1.944 eV.
Which Kohn-Sham gap belongs to each record? In order, 4.41; 6.28 eV.